Entry w
An isolated ion of composition C8H12N and charge +1, computed with the ωB97M-V functional and the def2-TZVPD basis.

## Properties
M: 122.19 g/mol
orbital gap: 8.96 eV
SMILES string: C[C@@]12CC1=CC[N+]21CC1
net charge: +1

Each line ends with the Mulliken charge.
Element x y z (Å)
C: 0.661 -1.621 -0.838  -1.255
C: 0.622 -0.620 0.264  0.226
C: 1.600 -0.339 1.314  -0.308
C: 1.987 0.613 0.285  -0.261
C: 1.417 1.591 -0.387  -0.350
C: 0.014 1.408 -0.753  -0.842
N: -0.530 0.332 0.078  0.538
C: -1.895 -0.125 -0.039  -0.436
C: -1.370 0.605 1.172  -0.280
H: 1.608 -2.294 -0.972  0.344
H: 0.393 -1.084 -1.698  0.364
H: -0.176 -2.483 -0.740  0.294
H: 2.322 -1.180 1.551  0.282
H: 1.131 0.148 2.165  0.252
H: 1.993 2.423 -0.574  0.526
H: -0.513 2.316 -0.585  0.526
H: -0.206 1.101 -1.852  0.293
H: -2.009 -1.139 0.118  0.277
H: -2.400 0.389 -0.810  0.292
H: -1.574 1.727 1.295  0.226
H: -1.329 0.024 2.229  0.292



Entry x
A 2-piece molecular cluster, C8H12N overall, computed with the ωB97M-V functional and the def2-TZVPD basis.

## Properties
M: 122.19 g/mol
orbital gap: 9.16 eV
net charge: +1

Each line ends with the Mulliken charge.
Element x y z (Å)
C: 0.063 2.402 1.043  -0.217
C: -0.954 -0.249 -2.816  -0.267
C: 0.063 1.335 0.539  -0.340
C: -0.995 0.797 -2.210  -0.534
C: -2.273 -0.292 0.388  -1.079
C: 2.331 -0.560 1.250  -1.267
C: -0.909 -0.628 0.022  -0.198
C: 1.535 -0.543 -0.058  -0.299
N: 0.185 0.131 -0.008  0.517
H: 0.186 3.191 1.787  0.438
H: -1.112 -1.270 -2.956  0.387
H: -2.122 -0.618 1.408  0.362
H: -0.927 1.800 -1.823  0.503
H: -2.514 0.821 0.228  0.333
H: 1.817 -1.184 2.107  0.285
H: 3.054 -1.282 1.081  0.452
H: 2.728 0.332 1.586  0.399
H: -0.750 -1.660 -0.248  0.617
H: -2.975 -0.966 -0.187  0.335
H: 1.278 -1.540 -0.419  0.306
H: 2.291 -0.017 -0.713  0.266



Tell me which of them is the most stable. Sure, it is entry w.



Entry w
A 2-piece molecular cluster, C2H10N overall, computed with the ωB97M-V functional and the def2-TZVPD basis.

## Properties
M: 48.11 g/mol
orbital gap: 11.53 eV
net charge: +1

Each line ends with the Mulliken charge.
Element x y z (Å)
N: 0.986 -1.091 -1.249  -0.487
H: 1.254 -0.530 -0.431  0.332
H: 1.879 -1.408 -1.637  0.395
H: 0.616 -0.354 -1.856  0.403
H: 0.303 -1.821 -1.048  0.342
C: -0.774 0.062 1.210  -0.890
C: -0.452 1.267 0.326  -0.769
H: -1.551 0.209 1.962  0.302
H: -1.257 -0.809 0.693  0.269
H: 0.142 -0.360 1.660  0.327
H: 0.527 1.607 0.675  0.351
H: -1.169 2.067 0.231  0.351
H: -0.235 0.930 -0.689  0.074



Entry x
A 2-piece molecular cluster, C2H10N overall, computed with the ωB97M-V functional and the def2-TZVPD basis.

## Properties
M: 48.11 g/mol
orbital gap: 11.47 eV
net charge: +1

Each line ends with the Mulliken charge.
Element x y z (Å)
N: 0.011 -0.628 -2.084  -0.429
H: -0.985 -0.464 -2.238  0.390
H: 0.519 -0.435 -2.946  0.395
H: 0.308 0.066 -1.372  0.241
H: 0.166 -1.539 -1.655  0.407
C: 0.660 0.387 0.851  -1.166
C: -0.659 0.309 1.665  -0.712
H: 1.049 -0.572 0.518  0.348
H: 1.421 0.742 1.529  0.356
H: 0.600 1.285 0.225  0.333
H: -1.124 -0.651 1.604  0.279
H: -0.573 0.543 2.721  0.316
H: -1.394 0.957 1.182  0.241



Tell me which of them is the most stable. Sure, it is entry x.



Entry w
C2H6INO2S as an isolated structure, computed with the ωB97M-V functional and the def2-TZVPD basis.

## Properties
M: 235.05 g/mol
orbital gap: 8.77 eV
net charge: 0

Each line ends with the Mulliken charge.
Element x y z (Å)
C: 0.463 1.578 -0.735  -0.751
C: 0.599 -1.421 0.875  -0.823
N: -0.507 0.949 0.186  -0.457
O: -1.911 -1.323 0.319  -0.620
O: -0.347 -0.998 -1.524  -0.633
S: -0.665 -0.746 -0.161  1.214
I: -2.393 1.717 0.497  0.213
H: 0.543 0.885 -1.538  0.395
H: 0.079 2.488 -0.911  0.296
H: 1.391 1.617 -0.216  0.264
H: 1.020 -2.413 0.466  0.300
H: 1.463 -0.792 0.831  0.293
H: 0.266 -1.543 1.909  0.309



Entry x
A 2-piece molecular cluster, C2H6INO2S overall, computed with the ωB97M-V functional and the def2-TZVPD basis.

## Properties
M: 235.05 g/mol
orbital gap: 8.99 eV
net charge: 0

Each line ends with the Mulliken charge.
Element x y z (Å)
C: -0.892 1.359 0.256  -0.220
C: -0.488 -0.272 -1.025  -0.695
N: 2.061 -1.285 -0.258  -0.529
O: 0.136 -1.267 1.417  -0.686
O: -1.379 0.956 1.413  -0.449
S: 0.553 -1.248 0.009  0.714
I: 2.941 0.543 -0.174  0.045
H: 0.186 1.858 0.292  0.198
H: -1.636 2.005 -0.395  0.291
H: 0.258 0.125 -1.798  0.312
H: -1.499 -0.447 -1.324  0.419
H: -0.715 0.272 1.835  0.481
H: 0.473 -2.601 -0.248  0.119



Entry y
A 2-piece molecular cluster, C2H6INO2S overall, computed with the ωB97M-V functional and the def2-TZVPD basis.

## Properties
M: 235.05 g/mol
orbital gap (spin up / spin down): 6.63 / 6.63 eV
net charge: 0

Each line ends with the Mulliken charge.
Element x y z (Å)
C: 0.987 -0.943 0.555  -0.359
C: 0.415 -0.429 -0.706  -0.266
N: -1.636 1.442 -1.264  -0.503
O: -0.942 1.015 1.193  -0.598
O: 1.584 0.041 1.305  -0.537
S: -0.675 0.953 -0.230  0.667
I: -3.565 -0.697 -0.672  -0.107
H: 0.342 -1.642 1.158  0.263
H: 1.881 -1.573 0.421  0.327
H: -0.254 -1.034 -1.262  0.275
H: 1.044 -0.031 -1.555  0.303
H: 0.921 0.667 1.720  0.368
H: -0.102 2.232 -0.663  0.168



Tell me which of them is the most stable. Sure, it is entry w.



Entry w
One molecule with the formula CH2Br3PS, computed with the ωB97M-V functional and the def2-TZVPD basis.

## Properties
M: 316.78 g/mol
orbital gap: 8.63 eV
SMILES string: S=P(Br)(Br)CBr
net charge: 0

Each line ends with the Mulliken charge.
Element x y z (Å)
S: 2.343 0.682 1.185  -0.281
P: 0.711 0.556 0.042  0.481
Br: 1.064 0.129 -2.210  -0.135
Br: -0.547 2.412 -0.238  -0.111
C: -0.498 -0.721 0.324  -0.692
Br: -2.460 -0.629 -0.637  -0.053
H: 0.058 -1.639 0.019  0.412
H: -0.671 -0.790 1.514  0.380



Entry x
A 2-piece molecular cluster, CH2Br3PS overall, computed with the ωB97M-V functional and the def2-TZVPD basis.

## Properties
M: 316.78 g/mol
orbital gap (spin up / spin down): 5.60 / 5.60 eV
net charge: 0

Each line ends with the Mulliken charge.
Element x y z (Å)
C: 0.928 0.111 0.062  -0.712
P: -0.499 -0.862 0.116  0.544
S: -0.173 -2.748 0.653  -0.264
Br: 0.281 3.112 -0.674  -0.268
Br: -1.744 0.291 1.543  -0.054
Br: -1.497 -0.599 -1.933  -0.091
H: 1.359 0.353 1.032  0.327
H: 1.346 0.341 -0.799  0.519



Tell me which of them is the most stable. Sure, it is entry w.